DFT (ωB97M-V with the def2-TZVPD basis set) results for a molecular structure, C35H43BrCl2N3O2RuSi3.

Atoms and positions in Å:
Ru -0.72456 0.51335 -0.43926
Cl -4.99811 -4.49964 3.43539
C -3.97428 -3.20946 2.88309
C -3.69179 -2.14465 3.74621
C -2.91145 -1.10845 3.30412
Cl -2.63760 0.24559 4.35214
C -2.27942 -1.08799 2.01922
O -1.54180 -0.11308 1.67501
C -2.56861 -2.22720 1.19323
C -1.91442 -2.39529 -0.06474
O -0.93224 -1.77210 -0.47532
C -3.44710 -3.23546 1.62229
H -4.09506 -2.13566 4.74884
H -2.32905 -3.18384 -0.71526
H -3.66519 -4.05688 0.95037
Br 0.21218 1.71548 -3.09120
C -1.14036 0.76280 -4.07538
C -1.01942 0.70068 -5.43136
C -2.05035 0.10629 -6.18386
C -3.17698 -0.34620 -5.56006
C -3.31271 -0.27653 -4.15341
C -4.49861 -0.68877 -3.50694
C -4.61604 -0.59118 -2.14941
C -3.52814 -0.13848 -1.37262
C -2.33620 0.24966 -1.93949
C -2.24451 0.24335 -3.35780
H -0.14750 1.11090 -5.92170
H -1.94526 0.03488 -7.25813
H -3.99535 -0.76168 -6.13652
H -5.31462 -1.07053 -4.10932
H -5.53757 -0.88380 -1.65906
H -3.65412 -0.11142 -0.29355
C 4.40188 -2.86010 2.20304
Si 2.64971 -2.75515 1.46182
C 2.49367 -4.13545 0.16974
C 1.57063 -3.18149 2.96055
C 2.48687 -1.01724 0.74592
Si 3.25437 -0.75539 -0.95784
C 3.56147 1.05337 -1.44695
C 5.01577 -1.47283 -0.93712
C 2.33240 -1.70946 -2.31449
Si 2.34756 0.37628 1.97847
C 1.56300 0.07289 3.66549
C 4.14605 0.91767 2.29539
C 1.53875 2.03142 1.38664
C 1.87439 3.14482 2.16272
C 1.48588 4.41803 1.79886
C 0.77971 4.57700 0.62034
C 0.46626 3.44870 -0.10611
N 0.78819 2.20548 0.26975
H 4.57482 -3.86112 2.60444
H 4.51922 -2.15255 3.02654
H 5.17807 -2.64998 1.46708
H 2.14470 -5.05446 0.64518
H 3.44672 -4.35589 -0.31451
H 1.77441 -3.86981 -0.60223
H 1.44507 -4.26344 3.03738
H 0.57886 -2.74250 2.92160
H 2.04580 -2.83609 3.87893
H 4.45717 1.43499 -0.95222
H 2.73618 1.71381 -1.19691
H 3.72457 1.13158 -2.52375
H 5.59552 -1.06684 -0.10541
H 5.53814 -1.21471 -1.86062
H 5.01168 -2.56051 -0.84597
H 1.26189 -1.75773 -2.11190
H 2.70392 -2.73401 -2.36834
H 2.47834 -1.25144 -3.29313
H 2.12446 -0.66095 4.24560
H 0.54605 -0.29143 3.55035
H 1.52003 0.99785 4.24374
H 4.74878 0.05783 2.59314
H 4.21379 1.65695 3.09542
H 4.60220 1.34397 1.40057
H 2.46858 2.99841 3.05557
H 1.75150 5.27464 2.40476
H 0.47835 5.55460 0.27110
H -0.05916 3.54820 -1.04665
C -2.89925 3.63670 -2.16401
C -2.77155 3.48580 -0.68980
N -2.14301 2.53681 -0.03177
C -2.29592 2.81059 1.31030
C -3.02583 3.94669 1.46224
N -3.32211 4.36479 0.18574
H -2.78389 2.66707 -2.63761
H -2.13502 4.30782 -2.56218
H -3.88099 4.03647 -2.41988
H -1.86696 2.16864 2.06255
H -3.38078 4.46111 2.33714
H -3.84469 5.18489 -0.06421

Atomic forces in eV per Å
Ru -0.8 0.2 0.0
Cl -0.1 -0.1 0.0
C 0.0 -0.1 -0.1
C 0.1 0.1 -0.2
C 0.0 -0.1 0.2
Cl 0.1 0.1 0.1
C -0.1 -0.3 -0.1
O 0.4 0.3 -0.4
C 0.0 0.5 0.5
C 0.3 -0.1 -0.3
O 0.1 -0.2 0.0
C 0.1 -0.1 0.0
H 0.0 0.0 0.0
H 0.1 -0.1 0.1
H 0.0 0.0 0.0
Br 0.0 -0.3 -0.3
C 0.2 0.1 0.1
C 0.2 0.1 0.1
C -0.1 -0.1 0.0
C 0.0 0.0 -0.1
C 0.2 0.2 0.1
C -0.1 -0.1 0.0
C 0.0 -0.1 0.0
C -0.1 0.1 -0.3
C 0.4 0.1 0.3
C -0.4 -0.2 0.0
H 0.0 0.0 0.0
H 0.0 0.0 0.0
H 0.0 0.0 0.0
H 0.0 0.0 0.0
H 0.0 0.0 0.0
H 0.0 0.0 0.0
C -0.1 0.1 -0.2
Si 0.5 -0.4 0.4
C -0.1 0.3 0.1
C -0.1 0.2 -0.3
C -0.1 0.0 0.2
Si 0.5 -0.1 -0.4
C -0.3 -0.2 0.2
C -0.2 0.0 0.2
C -0.1 0.2 0.4
Si 0.3 0.5 0.1
C 0.1 -0.3 -0.3
C -0.2 -0.2 -0.1
C -0.1 0.1 -0.3
C 0.1 -0.2 0.1
C 0.0 0.1 0.0
C 0.1 0.1 0.0
C 0.1 0.0 -0.2
N 0.2 -0.4 0.4
H -0.1 0.0 0.0
H 0.0 0.0 0.0
H 0.0 0.0 0.1
H 0.0 0.0 0.1
H 0.0 0.1 0.0
H -0.1 0.0 -0.1
H 0.1 0.0 -0.1
H -0.3 0.1 0.0
H 0.0 0.0 0.0
H 0.0 0.0 0.0
H -0.1 0.1 0.0
H 0.0 -0.1 0.0
H 0.0 0.0 0.0
H -0.1 0.0 -0.1
H 0.0 0.0 0.0
H -0.1 0.0 -0.1
H 0.0 0.0 0.0
H 0.0 0.1 0.0
H 0.0 0.0 0.0
H -0.2 0.0 0.0
H 0.1 0.1 -0.1
H 0.0 0.0 0.0
H 0.0 0.0 0.0
H 0.0 0.0 0.0
H 0.0 0.0 0.0
H 0.0 0.0 0.0
H 0.0 0.0 -0.1
H -0.1 -0.1 0.1
C 0.0 0.0 0.0
C -0.1 -0.1 0.1
N -0.1 0.0 0.3
C 0.0 0.2 0.1
C 0.0 -0.1 0.1
N 0.0 0.0 -0.1
H 0.0 0.0 0.0
H 0.0 0.0 0.0
H 0.0 0.0 0.0
H -0.1 0.0 0.0
H 0.0 0.0 0.0
H -0.1 0.0 0.0

As for the expectation value of S²: 8.76. The spin multiplicity is 6. The value obtained for the HOMO-LUMO gap (alpha / beta) is 0.24824 / 0.23891 hartree. The net charge is 0. The value obtained for the LUMO energy (alpha / beta) is 0.17 / -1.10 eV.


DFT (ωB97M-V with the def2-TZVPD basis set) results for a molecular structure, C35H43Cl2N2O4RuS at a distorted geometry.

Atoms and positions in Å:
Ru 0.36386 -0.38469 -0.52137
C -0.39737 -1.49831 1.51109
C -1.49808 -0.63412 1.77141
C -2.48460 -0.88122 0.74100
C -1.93055 -1.87000 -0.09607
C -0.67945 -2.34109 0.39810
C -0.16328 -3.78840 0.17449
C -1.25505 -4.59710 -0.53518
C 0.09335 -4.41558 1.54950
C 1.11193 -3.93996 -0.64987
C -3.92617 -0.39189 0.43800
C -4.70841 -1.56053 -0.19193
C -4.74745 0.03463 1.65396
C -3.93793 0.79580 -0.56425
C -1.46054 0.30230 2.98484
C -2.46921 -0.09488 4.08346
C -1.65318 1.75870 2.53249
C -0.09111 0.21359 3.67379
H 0.43145 -1.63933 2.18426
H -2.45573 -2.34069 -0.91204
H -2.21085 -4.52993 -0.00973
H -0.95949 -5.64881 -0.57545
H -1.39772 -4.25212 -1.56428
H -0.79998 -4.36390 2.18035
H 0.91113 -3.90882 2.06873
H 0.37299 -5.46713 1.42992
H 1.00849 -3.48147 -1.63147
H 1.33125 -5.00575 -0.79031
H 1.95875 -3.48679 -0.15222
H -4.64022 -2.46078 0.42617
H -4.36012 -1.80156 -1.19964
H -5.76256 -1.28263 -0.27680
H -4.80838 -0.76295 2.39746
H -5.76321 0.25758 1.31792
H -4.35815 0.93559 2.12247
H -4.14227 0.45360 -1.58358
H -2.99121 1.32130 -0.57075
H -4.71419 1.52311 -0.29991
H -3.48765 0.19017 3.87097
H -2.18112 0.39967 5.01526
H -2.44157 -1.17619 4.25836
H -2.59772 1.91061 2.00095
H -0.83770 2.03404 1.86024
H -1.62835 2.43747 3.39362
H 0.06653 -0.77744 4.11649
H -0.06625 0.94422 4.48745
H 0.72373 0.43023 2.98497
C -1.96446 -0.41984 -3.15555
C -0.58283 -0.42448 -3.75414
C -0.47306 -0.32984 -5.16226
C 0.75351 -0.28383 -5.74101
C 1.91189 -0.36167 -4.93956
C 3.20608 -0.31749 -5.50036
C 4.29432 -0.38980 -4.68114
C 4.12876 -0.54297 -3.29313
C 2.88207 -0.62340 -2.71020
S 2.75785 -0.95904 -1.01313
C 1.73736 -0.48795 -3.54186
N 0.48265 -0.49453 -2.97393
H -2.59210 -1.17291 -3.63602
H -2.43816 0.55279 -3.30333
H -1.93752 -0.62787 -2.09558
H -1.37833 -0.27784 -5.75416
H 0.86142 -0.19107 -6.81888
H 3.31101 -0.22740 -6.57662
H 5.29363 -0.34656 -5.09807
H 4.99880 -0.61525 -2.64964
Cl -0.19249 4.35231 0.45834
C -0.60189 3.76962 -1.14419
Cl -0.78727 1.99064 -1.34263
H 0.16470 4.07802 -1.83610
H -1.56769 4.17920 -1.39010
O 2.06560 2.12842 -0.83770
C 2.11876 1.83354 0.35675
O 1.40616 0.92853 0.96688
C 3.08313 2.59065 1.23139
C 4.15958 3.24144 0.64308
C 5.05358 3.95806 1.42076
C 4.84107 4.02236 2.78460
C 3.77730 3.38314 3.39425
C 2.89822 2.65627 2.60679
N 5.78228 4.80803 3.62172
O 6.72394 5.34796 3.06739
O 5.56275 4.87277 4.81879
H 4.27754 3.17534 -0.43167
H 5.90101 4.46864 0.98675
H 3.65344 3.45925 4.46471
H 2.06069 2.13817 3.05589

Atomic forces in eV per Å
Ru 1.1 -0.4 0.5
C -0.2 -0.2 0.0
C 0.1 0.2 0.0
C -0.1 0.0 -0.2
C -0.1 -0.1 0.1
C 0.4 -0.2 -0.4
C -0.2 0.2 0.0
C -0.1 0.0 0.0
C -0.1 0.0 0.1
C -0.1 -0.1 0.0
C 0.1 0.1 -0.1
C -0.1 0.0 0.0
C 0.1 -0.1 0.2
C -0.1 0.0 0.1
C -0.1 0.1 -0.1
C 0.1 -0.1 0.0
C 0.0 -0.1 0.0
C 0.1 0.0 0.1
H 0.1 0.0 -0.1
H 0.1 0.0 0.1
H 0.0 0.0 0.0
H 0.0 0.1 0.0
H 0.0 0.0 0.1
H 0.1 0.0 0.0
H -0.1 0.0 0.0
H 0.0 0.1 0.0
H 0.0 0.1 -0.1
H -0.1 0.1 0.0
H 0.2 0.1 0.0
H 0.0 0.1 -0.1
H 0.0 0.0 0.1
H 0.1 0.0 0.0
H 0.0 0.1 0.0
H 0.0 0.0 0.0
H 0.0 0.0 0.0
H 0.1 0.0 0.1
H 0.0 0.1 0.1
H 0.0 -0.2 -0.1
H -0.2 0.0 -0.1
H 0.0 0.0 0.0
H 0.0 0.1 0.0
H 0.1 0.0 0.1
H -0.1 0.0 0.1
H 0.0 -0.1 -0.1
H 0.0 0.2 0.0
H 0.0 0.0 0.0
H 0.0 0.0 0.0
C 0.3 0.1 -0.3
C 0.0 0.0 0.1
C -0.1 0.0 0.0
C 0.0 0.0 -0.2
C 0.0 0.0 0.1
C 0.0 0.0 -0.1
C 0.1 0.0 0.1
C 0.1 0.0 -0.1
C 0.0 -0.1 -0.1
S -0.5 0.0 0.3
C -0.1 0.0 0.0
N -0.4 0.0 0.0
H 0.0 0.0 0.0
H 0.0 0.0 0.0
H 0.0 0.0 0.2
H 0.0 0.0 0.0
H 0.0 0.0 0.1
H 0.0 0.0 0.1
H 0.0 0.0 0.0
H 0.0 0.0 -0.1
Cl 0.1 -0.2 0.0
C 0.1 0.0 0.1
Cl -0.4 0.5 -0.1
H 0.2 -0.1 -0.1
H -0.2 0.0 -0.2
O -0.1 -0.3 0.3
C -0.2 -0.1 0.1
O -0.1 0.5 -0.9
C -0.1 -0.1 0.2
C 0.0 0.0 -0.1
C 0.1 0.1 -0.1
C 0.1 0.1 0.1
C 0.0 0.0 0.1
C 0.1 0.0 0.1
N 0.1 0.1 0.1
O -0.3 -0.2 0.1
O 0.0 -0.1 -0.3
H 0.0 0.0 0.1
H 0.0 0.0 0.0
H 0.0 0.0 0.0
H 0.1 0.0 0.0

As for the expectation value of S²: 8.78. The spin multiplicity is 6. The value obtained for the HOMO-LUMO gap (alpha / beta) is 0.27069 / 0.22500 hartree. As for the energy above the lowest of the compared OMol25 structures with the same formula, charge and spin: 40.72 kcal/mol. The net charge is 0. The value obtained for the LUMO energy (alpha / beta) is -0.20 / -1.49 eV.


| no. | calculated total energy (eV) |
| --- | --- |
| 1 | -166860.8170 |
| 2 | -86621.3774 |